1.
{"formula": "C29H24MnN2O5PS", "method": "ωB97M-V/def2-TZVPD", "elements": ["Mn", "C", "C", "C", "C", "C", "H", "H", "H", "H", "H", "O", "N", "N", "O", "C", "C", "C", "C", "C", "C", "H", "H", "H", "H", "H", "O", "S", "O", "O", "C", "C", "C", "C", "C", "C", "P", "C", "C", "C", "C", "C", "C", "C", "C", "C", "C", "C", "C", "H", "H", "H", "H", "H", "H", "H", "H", "H", "H", "H", "H", "H", "H"], "positions_angstrom": [[-0.158, 0.148, 0.902], [-1.678, -1.449, 2.984], [-0.339, -1.719, 2.715], [-0.296, -2.875, 1.916], [-1.646, -3.286, 1.755], [-2.462, -2.468, 2.512], [-2.017, -0.646, 3.603], [0.543, -1.216, 2.999], [0.566, -3.454, 1.617], [-1.875, -4.092, 1.200], [-3.496, -2.616, 2.756], [1.809, -0.461, 1.122], [2.559, 0.038, 2.111], [1.971, 1.025, 2.797], [0.827, 1.546, 2.447], [2.704, 1.481, 3.882], [3.976, 0.983, 4.065], [4.825, 1.516, 5.022], [4.362, 2.613, 5.821], [3.039, 3.031, 5.683], [2.243, 2.486, 4.725], [4.354, 0.172, 3.462], [5.892, 1.154, 5.171], [4.936, 2.900, 6.680], [2.594, 3.850, 6.283], [1.188, 2.740, 4.709], [-1.406, 3.937, -0.049], [-1.821, 2.651, -0.600], [-3.194, 2.702, -1.069], [-1.582, 1.578, 0.447], [-0.842, 2.395, -2.049], [-0.341, 3.659, -2.614], [0.615, 3.582, -3.621], [1.108, 2.363, -4.032], [0.732, 1.177, -3.478], [-0.235, 1.224, -2.446], [-0.706, -0.245, -1.564], [-2.404, -0.519, -1.976], [-3.301, -0.894, -0.977], [-4.647, -0.814, -1.210], [-5.066, -0.442, -2.479], [-4.173, -0.231, -3.531], [-2.813, -0.318, -3.278], [0.320, -1.586, -2.199], [-0.081, -2.526, -3.222], [0.664, -3.681, -3.434], [1.760, -3.957, -2.676], [2.250, -2.984, -1.788], [1.571, -1.816, -1.598], [-0.698, 4.600, -2.210], [0.882, 4.466, -4.186], [1.834, 2.376, -4.815], [1.187, 0.281, -3.812], [-2.881, -1.020, 0.050], [-5.357, -1.058, -0.405], [-6.120, -0.276, -2.578], [-4.507, 0.001, -4.522], [-2.109, -0.225, -4.121], [-0.933, -2.266, -3.854], [0.387, -4.516, -4.126], [2.360, -4.845, -2.868], [3.223, -3.018, -1.296], [1.902, -1.155, -0.754]], "forces_ev_per_angstrom": [[-0.30, -0.33, 1.42], [0.03, 1.46, 1.57], [0.59, -0.05, -1.36], [-1.09, -0.28, -0.37], [2.25, 1.09, 1.33], [-0.92, -0.12, -0.70], [-0.17, 0.39, 0.37], [0.56, 0.63, 0.82], [0.12, 0.24, -0.24], [-1.14, -2.81, -1.65], [-0.45, 0.11, -0.31], [1.90, 1.84, 1.99], [-2.65, 0.49, -0.67], [-0.47, -2.60, -3.15], [0.42, -0.56, 0.22], [0.83, 0.99, 0.96], [1.68, -0.35, 0.35], [0.38, 1.32, 1.09], [-0.20, -1.78, -0.36], [0.83, 0.96, 0.80], [-1.63, -0.74, -0.83], [-0.17, 0.07, -0.10], [-1.65, 0.31, -0.30], [0.40, 0.54, 0.02], [0.56, -0.71, -0.14], [0.16, 0.21, -0.46], [0.49, -0.74, -0.57], [-1.79, 1.65, 2.43], [0.42, -0.93, -0.14], [-0.13, 0.62, -1.64], [2.49, 2.78, -0.47], [-0.38, -2.12, 0.15], [-1.41, 0.69, 0.41], [0.52, 0.02, -0.53], [-0.97, 1.03, 0.98], [-0.02, -0.52, -0.76], [1.14, -1.30, 1.10], [0.04, -0.81, -0.22], [1.44, 0.96, 1.40], [-0.46, -0.51, -0.02], [-0.15, 0.12, 0.11], [-0.05, -0.34, 0.63], [-0.51, 0.15, -0.84], [0.22, -1.83, -2.01], [0.20, 1.50, 0.91], [-1.18, -1.15, -0.79], [2.06, 0.63, 0.83], [0.80, -0.44, -0.74], [-1.29, 1.18, 1.71], [-0.07, -0.20, -0.12], [0.26, 0.14, 0.32], [0.42, -0.14, -0.47], [0.16, -0.86, -0.04], [-0.58, -0.24, -0.83], [0.32, 0.30, -0.51], [-0.44, -0.01, -0.51], [-0.30, 0.08, -0.30], [-0.23, 0.30, 0.62], [0.05, -0.40, 0.35], [-0.18, 1.26, 0.31], [-0.30, 0.02, 0.17], [-0.30, -0.66, -0.05], [-0.17, -0.53, -1.19]], "multiplicity": 6, "e_above_lowest_kj_mol": 206.4, "e_homo_ev": [-3.8428, -3.8554], "orbital_gap_ev": [6.22, 6.14], "charge": -1}


2.
{"formula": "C23H40O6", "method": "ωB97M-V/def2-TZVPD", "elements": ["C", "C", "C", "C", "C", "C", "C", "C", "C", "C", "C", "C", "O", "C", "C", "C", "O", "H", "H", "H", "H", "H", "H", "H", "H", "H", "H", "H", "H", "H", "H", "H", "H", "C", "C", "O", "H", "H", "H", "H", "H", "H", "C", "C", "O", "H", "H", "H", "H", "H", "H", "C", "C", "O", "H", "H", "H", "H", "H", "H", "C", "C", "O", "H", "H", "H", "H", "H", "H"], "positions_angstrom": [[-1.742, 2.116, -0.983], [-1.713, 0.559, -0.869], [-2.662, 0.173, 0.292], [-1.949, -0.327, 1.563], [-0.786, 0.564, 2.053], [-1.079, 1.435, 3.269], [-2.232, 1.385, 4.023], [-2.461, 2.189, 5.111], [-1.530, 3.132, 5.485], [-0.373, 3.195, 4.753], [-0.118, 2.365, 3.670], [1.217, 2.540, 2.998], [1.412, 2.437, 1.804], [2.354, 2.921, 3.932], [2.098, 3.729, 4.949], [0.683, 4.202, 5.167], [0.422, 5.305, 5.605], [-0.923, 2.503, -1.595], [-2.713, 2.457, -1.360], [-1.676, 2.512, 0.040], [-2.005, 0.163, -1.847], [-0.671, 0.316, -0.632], [-3.284, -0.660, -0.065], [-3.342, 1.015, 0.468], [-2.710, -0.532, 2.319], [-1.510, -1.300, 1.306], [0.032, -0.113, 2.340], [-0.390, 1.211, 1.273], [-3.013, 0.672, 3.784], [-3.377, 2.102, 5.686], [-1.692, 3.781, 6.338], [3.359, 2.537, 3.766], [2.881, 4.026, 5.643], [1.745, -1.847, -2.717], [0.666, -2.245, -1.730], [-0.630, -2.121, -2.315], [1.597, -0.818, -3.049], [2.736, -1.933, -2.268], [1.706, -2.482, -3.602], [0.690, -1.598, -0.853], [0.809, -3.280, -1.400], [-0.658, -2.701, -3.082], [-5.655, -1.534, -4.066], [-4.674, -0.382, -4.192], [-3.690, -0.435, -3.163], [-6.148, -1.508, -3.093], [-6.416, -1.489, -4.847], [-5.137, -2.493, -4.139], [-5.191, 0.572, -4.098], [-4.173, -0.410, -5.166], [-3.227, -1.275, -3.253], [5.028, 3.532, 0.996], [5.296, 2.150, 0.439], [4.539, 1.180, 1.155], [5.276, 3.561, 2.059], [5.615, 4.295, 0.481], [3.968, 3.778, 0.903], [6.345, 1.875, 0.543], [5.035, 2.113, -0.624], [3.607, 1.409, 1.069], [2.318, -6.558, -2.602], [1.904, -5.970, -3.938], [2.457, -4.667, -4.116], [1.992, -5.913, -1.785], [1.888, -7.551, -2.461], [3.406, -6.637, -2.536], [0.820, -5.873, -3.994], [2.236, -6.611, -4.761], [3.414, -4.748, -4.079]], "forces_ev_per_angstrom": [[-0.11, -0.58, 0.42], [-0.06, 1.70, 0.20], [0.04, -0.81, -0.75], [0.21, 0.12, -0.73], [-0.64, -0.46, 0.78], [0.65, 0.17, -0.82], [-0.87, -0.94, -0.28], [-0.38, 0.41, 0.64], [-0.33, 0.08, 0.26], [1.16, 1.09, 0.47], [0.28, 0.09, -0.18], [0.52, 0.16, 0.26], [0.07, -0.23, 0.21], [-0.42, -0.35, -0.22], [-0.29, 0.08, 0.44], [0.15, 0.14, -0.21], [0.09, -0.79, 0.02], [-0.19, 0.08, 0.04], [0.21, -0.07, -0.17], [0.26, 0.23, -0.29], [0.20, -0.22, 0.57], [-0.22, -0.42, -0.19], [-0.08, 0.20, 0.20], [0.10, -0.14, 0.25], [0.28, 0.03, 0.08], [-0.14, 0.11, 0.04], [0.02, 0.27, -0.05], [-0.14, -0.22, -0.03], [0.16, 0.05, -0.12], [0.03, -0.11, -0.16], [0.09, 0.03, -0.15], [-0.21, 0.07, -0.39], [-0.22, 0.26, -0.13], [-0.03, 0.20, -0.07], [0.07, -0.15, -0.33], [-0.21, 0.02, 0.09], [0.00, 0.04, 0.15], [0.00, -0.03, -0.04], [0.09, -0.09, 0.07], [-0.17, -0.01, 0.00], [0.11, 0.04, 0.10], [0.10, 0.00, 0.00], [-0.06, 0.02, 0.03], [0.15, -0.36, 0.05], [-0.23, 0.11, -0.14], [-0.02, 0.06, -0.02], [0.01, -0.04, 0.00], [-0.01, 0.01, -0.10], [0.11, 0.04, 0.07], [-0.13, 0.08, -0.08], [0.11, 0.05, 0.13], [0.09, 0.12, 0.07], [-0.42, 0.09, 0.08], [0.15, -0.22, 0.01], [0.06, 0.01, -0.02], [-0.04, 0.01, -0.01], [0.02, 0.04, -0.07], [-0.03, -0.06, 0.03], [0.11, 0.00, -0.03], [-0.09, 0.07, 0.02], [-0.05, 0.03, 0.04], [0.42, -0.02, 0.09], [-0.22, -0.07, -0.06], [-0.06, -0.02, -0.02], [0.04, 0.00, 0.01], [-0.01, -0.09, -0.04], [0.02, 0.12, -0.06], [-0.14, -0.10, 0.02], [0.00, 0.05, 0.00]], "smiles": "CCCCCc1cccc2c1C(=O)C=CC2=O.CCO.CCO.CCO.CCO", "multiplicity": 1, "e_above_lowest_kj_mol": 179.0, "e_homo_ev": -9.4946, "orbital_gap_ev": 8.82}


3.
{"formula": "C22H42NOP3STm", "method": "ωB97M-V/def2-TZVPD", "elements": ["Tm", "P", "P", "P", "H", "C", "C", "H", "C", "C", "C", "C", "C", "C", "C", "C", "C", "H", "H", "H", "H", "H", "H", "H", "H", "H", "H", "H", "H", "H", "H", "H", "H", "H", "H", "H", "H", "H", "H", "H", "H", "H", "H", "H", "H", "H", "C", "C", "C", "C", "C", "C", "O", "H", "H", "H", "H", "H", "H", "S", "C", "N", "C", "C", "C", "C", "H", "H", "H", "H", "H"], "positions_angstrom": [[-0.246, -0.259, -0.024], [0.500, -3.054, -1.402], [2.233, -0.063, 0.891], [-2.975, 0.162, -0.385], [1.898, 4.453, -0.037], [0.815, 4.626, 0.024], [0.168, 4.568, 1.210], [0.706, 4.280, 2.132], [1.851, -2.572, -2.452], [0.988, -3.971, 0.088], [-1.031, -3.662, -2.154], [2.474, 1.541, 1.736], [2.801, -1.176, 2.256], [3.749, -0.076, -0.140], [-3.242, 1.768, 0.495], [-4.177, -1.006, 0.433], [-3.641, 0.473, -2.064], [0.292, 4.778, -0.932], [-0.912, 4.748, 1.320], [1.427, -2.592, -3.472], [2.691, -3.286, -2.332], [2.180, -1.548, -2.203], [0.734, -5.021, -0.216], [0.417, -3.686, 1.021], [2.090, -3.865, 0.260], [-0.908, -4.767, -2.129], [-1.043, -3.159, -3.141], [-1.872, -3.268, -1.532], [3.553, 1.757, 1.724], [2.119, 1.474, 2.779], [1.926, 2.353, 1.224], [3.906, -1.133, 2.267], [2.471, -2.209, 2.060], [2.393, -0.822, 3.220], [4.609, -0.019, 0.552], [3.752, 0.802, -0.810], [3.817, -1.008, -0.728], [-4.127, 2.300, 0.094], [-2.339, 2.401, 0.339], [-3.369, 1.581, 1.580], [-5.213, -0.854, 0.075], [-4.122, -0.881, 1.532], [-3.853, -2.034, 0.184], [-4.418, 1.254, -2.056], [-4.048, -0.461, -2.485], [-2.803, 0.813, -2.690], [0.103, 1.134, -2.922], [0.567, 0.313, -3.978], [0.257, 0.675, -5.300], [-0.534, 1.808, -5.559], [-0.926, 2.630, -4.496], [-0.550, 2.328, -3.197], [0.198, 0.859, -1.619], [-0.339, -2.029, -0.896], [1.116, -0.608, -3.801], [0.648, 0.095, -6.137], [-0.887, 2.032, -6.588], [-1.480, 3.565, -4.654], [-0.824, 2.894, -2.294], [-1.212, -1.629, 2.078], [-0.604, -0.896, 3.516], [-0.262, -1.740, 4.570], [0.426, -1.295, 5.675], [0.787, 0.037, 5.770], [0.353, 0.929, 4.771], [-0.393, 0.469, 3.690], [-0.467, -2.734, 4.475], [0.664, -2.044, 6.432], [1.365, 0.398, 6.601], [0.564, 1.998, 4.851], [-0.792, 1.132, 2.905]], "forces_ev_per_angstrom": [[-0.94, 2.40, 0.00], [-1.21, -0.27, 1.42], [2.53, 0.04, 1.51], [-1.66, 0.00, 0.23], [-0.50, 0.15, 0.02], [-0.57, -0.52, 0.76], [0.45, -0.48, -0.66], [-0.26, 0.53, -0.52], [0.01, 0.05, -0.32], [0.13, -0.41, 0.03], [0.79, -0.35, 0.08], [-0.36, 0.58, 0.03], [-0.18, -0.23, -0.19], [-0.12, -0.06, -0.52], [0.48, 0.09, 0.08], [0.28, 0.10, -0.17], [0.29, -0.10, -0.16], [0.27, 0.27, 0.59], [0.55, -0.01, -0.18], [0.55, 0.01, 0.25], [-0.51, 0.30, -0.12], [-0.06, -0.39, -0.14], [0.44, 0.57, 0.62], [0.44, -0.23, -1.19], [-0.96, -0.21, -0.18], [-0.81, 0.60, -0.66], [-0.33, -0.76, 0.19], [0.60, -0.73, -0.49], [-0.38, 0.03, 0.11], [0.19, 0.07, -0.51], [0.34, -0.25, 0.21], [-0.57, -0.10, 0.24], [0.24, 0.32, 0.29], [0.20, -0.29, -0.42], [-0.35, 0.01, -0.42], [0.03, -0.47, 0.18], [0.15, 0.46, 0.20], [0.45, -0.31, 0.27], [-0.63, -0.13, 0.13], [0.04, 0.16, -0.57], [0.57, 0.01, 0.20], [-0.08, -0.09, -0.64], [-0.33, 0.36, 0.17], [0.22, -0.39, 0.07], [0.13, 0.38, 0.13], [-0.33, -0.03, -0.01], [-0.01, 0.64, -1.86], [-0.57, 0.51, 0.22], [-0.27, 0.53, 0.20], [-0.18, -0.18, -0.27], [0.11, 0.65, -0.14], [-0.29, -0.38, 0.16], [0.49, -1.98, 1.46], [1.01, -0.16, -0.42], [-0.01, 0.40, 0.03], [-0.22, 0.02, 0.29], [0.54, -0.12, 0.87], [0.16, -0.56, -0.20], [-0.03, 0.12, -0.75], [-0.29, -0.29, 0.20], [0.47, -1.02, 1.13], [0.54, 1.45, -0.17], [-0.38, -0.05, -0.63], [-0.42, -0.12, -0.63], [-0.41, -0.17, 0.14], [0.23, 0.07, -0.25], [0.00, 0.26, 0.03], [-0.11, 0.25, -0.25], [0.05, -0.07, 0.24], [0.00, -0.32, 0.08], [0.34, -0.15, 0.58]], "multiplicity": 3, "e_homo_ev": [-15.5290, -15.5381], "orbital_gap_ev": [5.73, 5.78], "charge": 3}